Entry 1:
# C20H34BN8Rh

A molecular structure, C20H34BN8Rh in a non-equilibrium geometry (the ωB97M-V functional and the def2-TZVPD basis, the OMol25 dataset).

```
64
Properties=species:S:1:pos:R:3:mulliken_charge:R:1
Rh 0.027 0.174 -0.032 -0.69
B 1.451 -2.534 -2.040 0.11
N -0.077 -2.411 -1.690 -0.56
C -0.942 -3.372 -1.992 -0.27
C -2.234 -2.956 -1.666 -1.24
C -2.063 -1.686 -1.157 -0.67
N -0.752 -1.359 -1.183 1.12
N 2.278 -1.321 -1.498 -0.31
C 3.570 -1.155 -1.752 -0.16
C 4.010 0.044 -1.196 -1.13
C 2.893 0.579 -0.600 -0.46
N 1.846 -0.254 -0.798 0.78
H 1.568 -2.575 -3.239 -0.07
H 1.865 -3.566 -1.558 -0.07
H -0.594 -4.292 -2.442 0.50
H -3.161 -3.489 -1.819 0.49
H -2.802 -0.971 -0.823 0.69
H 4.108 -1.904 -2.316 0.46
H 4.999 0.470 -1.237 0.43
H 2.776 1.506 -0.059 0.53
C -0.524 1.903 -2.762 -1.29
N -1.568 2.700 -2.117 0.12
C -2.691 3.067 -2.983 -1.16
C -1.575 2.870 -0.790 0.82
N -0.783 2.098 -0.033 -0.40
N -2.375 3.810 -0.247 0.06
C -2.448 5.167 -0.808 -1.10
C -2.771 3.703 1.154 -1.07
H -0.340 2.302 -3.757 0.41
H -0.824 0.856 -2.862 0.31
H 0.400 1.959 -2.193 0.38
H -3.028 2.177 -3.517 0.40
H -2.389 3.813 -3.719 0.36
H -3.518 3.451 -2.398 0.40
H -0.735 2.436 0.919 0.01
H -1.979 5.208 -1.785 0.36
H -1.924 5.862 -0.150 0.38
H -3.485 5.491 -0.897 0.35
H -2.017 4.109 1.837 0.38
H -2.973 2.665 1.413 0.30
H -3.687 4.273 1.294 0.33
C 0.056 -3.463 1.636 -0.63
N -1.339 -3.320 2.165 0.04
C -1.442 -3.958 3.516 -0.90
C -1.856 -1.882 2.165 -0.41
C -0.885 -0.898 2.736 1.25
C -0.804 -0.736 4.121 -0.32
C 0.113 0.127 4.695 -1.01
C 0.971 0.858 3.888 -0.79
C 0.887 0.735 2.505 -0.03
C -0.037 -0.126 1.946 0.71
H 0.253 -4.515 1.452 0.43
H 0.749 -3.079 2.380 0.39
H 0.155 -2.899 0.724 0.03
H -1.955 -3.830 1.531 0.36
H -0.749 -3.462 4.189 0.44
H -1.180 -5.010 3.431 0.35
H -2.460 -3.863 3.886 0.36
H -2.787 -1.902 2.729 0.64
H -2.072 -1.634 1.141 -0.49
H -1.481 -1.293 4.759 0.58
H 0.167 0.224 5.772 0.43
H 1.694 1.535 4.326 0.47
H 1.559 1.319 1.883 0.27
```

Results
- Net charge: +2
- ΔE to the lowest compared entry with this formula, charge and spin: 77.5 kJ/mol
- HOMO level (alpha / beta): -14.24 / -14.24 eV
- Calculated total energy: -36881.858 eV



Entry 2:
# C20H34Br4N2O2

6 unconnected molecules or ions with the total composition C20H34Br4N2O2 in a non-equilibrium geometry (the ωB97M-V functional and the def2-TZVPD basis, the OMol25 dataset).

```
62
Properties=species:S:1:pos:R:3:mulliken_charge:R:1
C -1.015 4.533 0.192 -0.44
C -2.215 4.618 1.072 -0.52
C -3.127 3.480 0.788 -0.42
O -2.580 3.006 -0.431 -0.27
C -1.218 3.206 -0.438 -0.15
H -0.093 4.579 0.773 0.27
H -0.983 5.377 -0.497 0.26
H -2.763 5.555 0.969 0.23
H -1.966 4.628 2.133 0.29
H -4.199 3.676 0.771 0.24
H -3.154 2.699 1.548 0.27
H -1.005 3.160 -1.506 0.32
H -0.668 2.383 0.018 -0.07
C 3.057 0.077 3.915 -0.70
C 2.744 1.082 2.799 -0.35
C 3.432 0.280 1.723 0.02
O 4.263 -0.777 2.226 -0.39
C 4.452 -0.497 3.583 -0.45
H 2.326 -0.728 3.986 0.28
H 3.077 0.621 4.859 0.41
H 3.135 2.089 2.948 0.27
H 1.717 1.238 2.467 0.23
H 4.149 0.736 1.040 0.39
H 2.748 -0.241 1.054 -0.30
H 5.217 0.260 3.754 0.27
H 4.663 -1.429 4.108 0.31
Br -4.336 -1.640 0.683 -0.11
C -5.284 -2.916 -0.402 -0.43
C -4.218 -3.510 -1.379 -0.72
Br -2.850 -4.587 -0.478 -0.19
H -6.035 -2.318 -0.916 0.29
H -5.835 -3.611 0.232 0.38
H -3.694 -2.878 -2.097 0.35
H -4.717 -4.197 -2.062 0.42
Br -6.624 1.700 0.251 -0.20
C -5.884 1.745 -1.614 -0.70
C -4.887 0.587 -1.844 -0.20
Br -3.808 1.105 -3.492 -0.17
H -5.548 2.764 -1.803 0.41
H -6.743 1.556 -2.258 0.47
H -5.411 -0.336 -2.091 0.39
H -4.180 0.486 -1.020 -0.05
N 7.007 -2.503 -2.131 0.01
C 6.073 -2.168 -3.060 -0.56
C 5.037 -1.620 -2.298 -0.53
C 5.277 -1.908 -1.005 0.20
C 6.462 -2.526 -0.873 -0.83
H 7.965 -2.773 -2.298 0.20
H 6.267 -1.984 -4.106 0.35
H 4.185 -1.057 -2.651 0.39
H 4.718 -1.640 -0.121 0.40
H 6.988 -2.682 0.057 0.38
N -0.928 -2.248 -0.351 0.38
C 0.342 -2.809 -0.296 -0.92
C 1.158 -1.754 -0.607 -0.10
C 0.420 -0.579 -0.788 -0.45
C -0.914 -0.930 -0.678 -0.38
H -1.771 -2.759 -0.134 0.04
H 0.551 -3.853 -0.117 0.35
H 2.234 -1.849 -0.638 0.42
H 0.808 0.425 -0.878 0.52
H -1.819 -0.348 -0.593 0.17
```

Results
- Structure (SMILES): c1cc[nH]c1.c1cc[nH]c1.C1CCOC1.C1CCOC1.BrCCBr.BrCCBr
- Net charge: 0
- HOMO level: -7.89 eV
- Calculated total energy: -308533.134 eV



Entry 3:
# C20H34BrO4Sc

A molecular structure, C20H34BrO4Sc (the ωB97M-V functional and the def2-TZVPD basis, the OMol25 dataset).

```
60
Properties=species:S:1:pos:R:3:mulliken_charge:R:1
Sc -0.254 0.218 -0.235 0.92
C -1.331 -1.700 -2.796 -0.88
O -0.331 -1.152 -1.892 0.36
C 0.955 -1.818 -1.863 -0.83
C 1.125 -2.467 -0.514 -0.28
O 0.940 -1.412 0.480 -0.34
C 0.429 -1.826 1.780 -0.64
C -1.075 -2.015 1.720 -0.48
O -1.642 -0.921 0.958 -0.12
C -3.050 -0.683 1.250 -0.89
H -0.907 -1.732 -3.798 0.34
H -2.175 -1.016 -2.778 0.31
H -1.621 -2.691 -2.452 0.34
H 1.718 -1.056 -2.053 0.23
H 1.016 -2.556 -2.663 0.62
H 2.123 -2.888 -0.394 0.40
H 0.370 -3.236 -0.343 0.34
H 0.722 -1.035 2.470 0.33
H 0.926 -2.748 2.082 0.44
H -1.477 -1.981 2.735 0.47
H -1.381 -2.953 1.254 0.40
H -3.143 -0.343 2.280 0.36
H -3.599 -1.607 1.084 0.32
H -3.392 0.090 0.566 0.31
C -2.180 7.459 0.483 -2.14
C -1.638 7.089 -0.896 1.92
C -0.435 7.987 -1.215 -1.56
C -2.743 7.311 -1.935 -1.58
C -1.178 5.630 -0.945 -0.41
C -1.242 4.788 0.162 -0.46
C -0.766 3.507 -0.005 0.03
Br -0.887 2.260 1.472 -0.21
C -0.231 3.012 -1.179 1.22
O 0.227 1.707 -1.148 -0.68
C -0.181 3.821 -2.313 -0.94
C -0.666 5.116 -2.141 0.01
C 0.369 3.321 -3.651 2.14
C 1.842 2.919 -3.494 -1.58
C -0.461 2.120 -4.127 -1.40
C 0.292 4.400 -4.733 -2.25
H -2.497 8.501 0.482 0.42
H -1.422 7.356 1.262 0.41
H -3.050 6.857 0.755 0.42
H -0.733 9.035 -1.185 0.46
H -0.035 7.790 -2.210 0.33
H 0.368 7.844 -0.491 0.37
H -3.078 8.348 -1.897 0.47
H -3.606 6.672 -1.741 0.36
H -2.398 7.118 -2.951 0.32
H -1.645 5.118 1.107 0.62
H -0.641 5.780 -2.991 0.49
H 1.980 2.117 -2.770 0.18
H 2.445 3.770 -3.175 0.38
H 2.232 2.580 -4.455 0.47
H -0.379 1.274 -3.442 -0.02
H -0.102 1.788 -5.103 0.50
H -1.514 2.385 -4.236 0.37
H 0.891 5.274 -4.478 0.46
H -0.730 4.722 -4.931 0.43
H 0.692 3.994 -5.662 0.43
```

Results
- Net charge: +2
- ΔE to the lowest compared entry with this formula, charge and spin: 0.0 kJ/mol
- HOMO level: -14.01 eV
- Calculated total energy: -120212.143 eV



Entry 4:
# C20H34ClIrP

A molecular structure, C20H34ClIrP in a non-equilibrium geometry (the ωB97M-V functional and the def2-TZVPD basis, the OMol25 dataset).

```
57
Properties=species:S:1:pos:R:3:lowdin_spin:R:1
C -5.668 -1.066 0.152 0.00
C -5.707 -0.095 1.258 0.00
C -6.178 -0.682 -1.175 0.00
C -5.344 -2.476 0.428 0.00
Cl -2.042 -0.199 -0.746 0.35
H -7.266 -0.842 -1.197 0.00
H -5.739 -1.289 -1.972 0.00
H -5.994 0.374 -1.393 0.00
H -6.699 -0.135 1.731 0.00
H -5.548 0.929 0.908 0.00
H -4.964 -0.325 2.028 0.00
H -6.262 -2.998 0.732 0.00
H -4.621 -2.575 1.244 0.00
H -4.949 -2.984 -0.456 0.00
C 1.423 2.341 -1.395 0.16
C 0.671 2.192 -2.618 0.09
C -0.732 2.294 -2.276 0.16
H 1.100 2.177 -3.637 0.00
C -0.824 2.526 -0.857 0.21
C 0.483 2.576 -0.333 0.22
H 0.728 2.870 0.697 0.01
H 2.519 2.455 -1.338 0.01
H -1.555 2.382 -2.993 0.01
H -1.748 2.749 -0.296 0.01
C 1.683 -1.504 -1.497 0.17
C 1.881 -0.628 -2.621 0.13
C 0.683 -0.696 -3.434 0.15
H 2.835 -0.140 -2.905 0.01
C -0.249 -1.551 -2.766 0.19
C 0.362 -2.030 -1.552 0.19
H -0.033 -2.795 -0.858 0.01
H 2.450 -1.836 -0.788 0.00
H 0.576 -0.254 -4.440 0.00
H -1.203 -1.907 -3.169 0.01
Ir 0.207 0.349 -1.488 2.40
C 2.792 -2.550 1.646 0.00
C 2.568 -1.148 2.186 0.07
P 1.905 0.128 1.096 0.33
C 1.816 1.512 2.302 0.05
C 2.571 1.384 3.614 0.01
C 3.419 0.292 0.053 0.01
C 4.439 1.253 0.622 0.01
H 1.843 -2.989 1.310 0.00
H 3.167 -3.138 2.496 0.00
H 3.533 -2.600 0.832 0.00
H 1.901 -1.161 3.065 0.00
H 3.508 -0.696 2.467 0.01
H 2.166 2.389 1.748 0.00
H 0.754 1.710 2.496 0.00
H 3.643 1.237 3.434 0.00
H 2.451 2.333 4.151 0.00
H 2.192 0.572 4.255 0.00
H 3.820 -0.715 0.018 0.00
H 3.129 0.548 -0.961 0.00
H 4.792 0.942 1.622 0.00
H 5.282 1.214 -0.082 0.00
H 4.034 2.279 0.651 0.00
```

Results
- Net charge: +2
- HOMO level (alpha / beta): -12.09 / -14.77 eV
- Calculated total energy: -45919.777 eV
- Multiplicity: 6



Entry 5:
# C20H34N

A gas-phase ion, C20H34N (charge +1) (the ωB97M-V functional and the def2-TZVPD basis, the OMol25 dataset).

```
55
Properties=species:S:1:pos:R:3:mulliken_charge:R:1
C -5.265 -0.805 0.561 -1.29
C -3.838 -0.543 1.020 -0.39
H -3.715 0.525 1.207 0.46
H -3.667 -1.069 1.962 0.46
N -2.751 -0.967 0.080 0.26
C -2.730 -2.438 -0.016 -0.96
H -1.943 -2.759 -0.694 0.39
H -3.679 -2.808 -0.395 0.45
H -2.548 -2.873 0.965 0.36
C -2.967 -0.415 -1.291 -0.55
C -2.979 1.102 -1.395 -0.99
H -3.191 1.361 -2.430 0.45
H -3.752 1.555 -0.781 0.28
H -2.018 1.543 -1.142 0.10
H -2.178 -0.810 -1.932 0.58
H -3.914 -0.815 -1.655 0.62
C -1.463 -0.489 0.673 -1.42
C -0.184 -0.868 -0.070 -0.55
H -0.259 -0.644 -1.133 -0.01
H 0.027 -1.929 0.050 0.85
C 0.991 -0.050 0.504 -0.17
C 0.714 1.424 0.306 -0.20
C 0.588 1.964 -0.970 -0.20
C 0.318 3.311 -1.145 -0.83
C 0.166 4.139 -0.045 -0.45
C 0.291 3.613 1.229 -0.92
C 0.561 2.266 1.401 0.15
H 0.667 1.865 2.399 0.45
H 0.184 4.252 2.092 0.44
H -0.039 5.189 -0.182 0.43
H 0.233 3.715 -2.142 0.44
H 0.723 1.337 -1.840 0.40
H 1.054 -0.248 1.580 0.81
C 2.344 -0.453 -0.123 0.04
C 2.732 -1.896 0.214 -0.79
C 4.081 -2.258 -0.404 -0.84
C 5.172 -1.313 0.085 -0.69
C 4.797 0.127 -0.244 -0.85
C 3.450 0.484 0.375 -0.83
H 3.200 1.518 0.130 0.39
H 3.519 0.407 1.463 0.29
H 5.562 0.808 0.132 0.36
H 4.743 0.251 -1.327 0.36
H 6.122 -1.569 -0.384 0.36
H 5.291 -1.422 1.165 0.33
H 4.333 -3.288 -0.146 0.40
H 4.008 -2.195 -1.492 0.35
H 1.983 -2.599 -0.158 0.29
H 2.791 -2.008 1.299 0.33
H 2.272 -0.356 -1.211 0.31
H -1.405 -0.886 1.689 0.16
H -1.514 0.599 0.745 0.52
H -5.453 -1.855 0.355 0.34
H -5.538 -0.215 -0.308 0.31
H -5.928 -0.513 1.372 0.43
```

Results
- Structure (SMILES): CC[N+](C)(CC)CC[C@H](c1ccccc1)C1CCCCC1
- Net charge: +1
- ΔE to the lowest compared entry with this formula, charge and spin: 0.0 kJ/mol
- HOMO level: -11.85 eV
- Calculated total energy: -22776.807 eV



Entry 6:
# C20H34N6O2

C20H34N6O2 in the gas phase (the ωB97M-V functional and the def2-TZVPD basis, the OMol25 dataset).

```
62
Properties=species:S:1:pos:R:3:mulliken_charge:R:1
C -3.665 2.220 3.031 -1.52
C -2.331 1.625 3.372 0.91
C -2.124 0.925 4.483 -0.74
C -0.820 0.276 4.850 -1.18
C 0.118 0.179 3.646 1.04
C 1.521 -0.184 4.102 -0.17
O 2.055 0.466 4.990 -0.70
N 2.171 -1.216 3.487 0.32
C 3.458 -1.609 4.040 -1.20
C 1.528 -2.140 2.552 -1.34
C 1.241 -1.579 1.156 0.00
C 2.370 -1.779 0.142 0.03
C 3.550 -0.850 0.383 -1.61
N 1.868 -1.547 -1.206 -0.13
C 1.104 -2.481 -1.842 0.23
O 0.796 -3.536 -1.327 -0.63
C 0.653 -2.076 -3.200 0.01
C 0.386 -0.819 -3.685 0.07
N -0.031 -1.033 -4.945 0.81
C -0.537 -0.087 -5.922 -0.82
C -1.889 0.478 -5.510 -0.74
N -1.787 1.367 -4.363 0.23
C -3.045 1.452 -3.640 -1.11
C -1.331 2.692 -4.748 -1.11
N -0.027 -2.345 -5.226 -0.83
N 0.381 -2.977 -4.179 -0.38
C 0.151 1.532 2.929 -1.14
C -1.227 1.866 2.374 -0.60
H -4.016 1.853 2.062 0.30
H -4.417 1.975 3.781 0.37
H -3.598 3.308 2.951 0.31
H -2.946 0.798 5.181 0.30
H -0.317 0.836 5.643 0.39
H -1.010 -0.724 5.253 0.46
H -0.287 -0.564 2.958 0.32
H 3.957 -0.734 4.444 0.33
H 3.341 -2.340 4.845 0.31
H 4.074 -2.055 3.259 0.45
H 2.184 -3.007 2.463 0.56
H 0.600 -2.518 2.989 0.40
H 0.363 -2.096 0.762 0.35
H 0.998 -0.516 1.207 -0.02
H 2.697 -2.822 0.195 0.45
H 3.953 -0.982 1.385 0.28
H 4.350 -1.039 -0.334 0.47
H 3.238 0.194 0.294 0.36
H 2.260 -0.795 -1.745 0.34
H 0.401 0.163 -3.247 0.44
H 0.201 0.703 -6.061 0.33
H -0.623 -0.641 -6.855 0.35
H -2.346 0.983 -6.377 0.40
H -2.536 -0.360 -5.247 0.46
H -2.922 2.091 -2.766 0.33
H -3.858 1.869 -4.256 0.36
H -3.344 0.460 -3.300 0.34
H -1.203 3.309 -3.859 0.34
H -0.368 2.637 -5.256 0.27
H -2.042 3.197 -5.421 0.37
H 0.466 2.288 3.653 0.47
H 0.895 1.530 2.128 0.30
H -1.427 1.272 1.473 0.30
H -1.256 2.912 2.052 0.48
```

Results
- Structure (SMILES): CC1=CC[C@H](C(=O)N(C)CC[C@H](C)NC(=O)c2cn(CCN(C)C)nn2)CC1
- Net charge: 0
- ΔE to the lowest compared entry with this formula, charge and spin: 110.7 kJ/mol
- HOMO level: -8.90 eV
- Calculated total energy: -34327.217 eV